(1)
{"formula": "C6H9ClN2", "method": "wB97M-V/def2-TZVPD", "homo_energy_ev": -8.15, "relative_energy_ev": 3.318, "spin_multiplicity": 1, "species": ["C", "C", "C", "C", "C", "C", "N", "N", "Cl", "H", "H", "H", "H", "H", "H", "H", "H", "H"], "coordinates": [[-1.510757, -2.958463, 0.089775], [-0.530518, -2.100015, 0.539643], [-0.770572, -0.670382, 0.562900], [0.733274, 0.199949, -0.665002], [-1.748312, 1.558485, 1.011468], [2.833928, 1.324486, -0.709510], [-1.660983, 0.076085, 1.026988], [1.793366, 0.535925, -0.118840], [0.140121, 0.310285, -2.305423], [-1.214952, -3.904170, -0.326605], [-2.619133, -2.664019, -0.096267], [0.497934, -2.377414, 0.662554], [-1.686946, 1.869641, 2.079722], [-2.646465, 1.958535, 0.524797], [-0.892822, 2.099770, 0.604442], [2.527187, 2.013482, -1.588320], [3.582195, 0.592041, -1.154391], [3.173454, 2.135779, -0.137931]], "forces_ev_per_angstrom": [[0.00, 2.05, -0.07], [-2.47, -1.04, -1.24], [0.68, 3.19, -1.03], [-1.98, -1.71, 2.97], [0.75, -0.31, 0.91], [-0.05, -0.31, -4.01], [0.96, -0.28, -0.47], [-0.89, 0.64, -0.11], [0.29, 0.37, -0.22], [-0.02, -0.56, 0.48], [2.29, -0.21, 0.46], [0.26, -0.33, -0.11], [-0.66, -0.26, -0.63], [0.06, -0.56, 0.32], [0.29, -0.52, -0.62], [-0.27, -1.60, 0.56], [-0.36, 1.33, 0.94], [1.11, 0.12, 1.90]]}

(2)
{"formula": "C8H8N2O2S", "method": "wB97M-V/def2-TZVPD", "homo_energy_ev": [-7.84, -7.76], "relative_energy_ev": 4.466, "spin_multiplicity": 1, "species": ["C", "C", "C", "C", "C", "C", "C", "C", "N", "N", "O", "O", "S", "H", "H", "H", "H", "H", "H", "H", "H"], "coordinates": [[2.488164, 1.117113, 0.704366], [2.473040, 0.191699, 1.770847], [1.538961, 1.164386, -0.262808], [1.437721, -0.698055, 1.864587], [0.604923, 0.071343, -0.254068], [0.588349, -0.827107, 0.802963], [-0.331448, -0.079602, -1.475531], [-1.747074, -0.179750, -0.852819], [-2.167653, 0.770261, -0.016305], [-2.690148, -1.049733, -1.438026], [-2.361410, -1.777453, -2.345830], [-3.766006, -0.972774, -0.879407], [-0.703239, -1.909445, 0.835596], [3.343371, 1.701225, 0.483428], [3.292225, 0.146708, 2.509766], [1.549578, 1.978385, -0.957811], [1.385074, -1.380632, 2.620723], [-0.225243, 0.933305, -1.751945], [-0.077846, -0.874684, -2.171219], [-3.129082, 0.530251, 0.181910], [-1.502258, 1.144559, 0.631582]], "forces_ev_per_angstrom": [[1.13, -0.45, 0.98], [0.80, 0.67, -0.20], [-1.67, -2.46, 0.56], [1.45, 1.25, -1.12], [1.23, 1.51, -1.40], [-1.27, 0.86, -0.99], [-0.96, 0.11, 3.30], [5.16, -0.08, 0.78], [-0.94, -1.21, -1.83], [-0.60, -0.31, 0.30], [-0.32, 0.15, -0.04], [-1.47, -0.66, -0.42], [-1.95, -0.92, -0.91], [0.79, 0.89, 0.62], [-0.53, 0.29, -0.49], [-0.09, -0.03, -0.68], [-0.16, -1.59, 2.08], [-0.31, 0.95, -1.89], [-0.14, 0.21, 0.05], [-0.25, 0.61, 1.02], [0.11, 0.21, 0.28]]}

(3)
{"formula": "C3H7NO2S", "method": "wB97M-V/def2-TZVPD", "homo_energy_ev": [-8.29, -8.29], "relative_energy_ev": 2.860, "smiles": "CC(=O)O.CN=S", "spin_multiplicity": 1, "species": ["C", "C", "O", "O", "H", "H", "H", "H", "C", "N", "S", "H", "H", "H"], "coordinates": [[-2.471193, -0.092515, -0.874052], [-1.003472, 0.079898, -0.442364], [-0.438053, -0.249993, 0.594999], [-0.319039, 0.788485, -1.417265], [-2.471368, 0.217792, -1.937565], [-3.056275, 0.748230, -0.376539], [-2.851642, -1.035153, -0.742455], [0.622871, 1.027357, -1.212413], [2.787995, -1.664065, 0.728497], [3.114916, -0.979663, -0.448837], [4.325623, -0.031537, -0.634925], [1.855690, -2.297003, 0.550339], [2.663533, -0.869416, 1.539156], [3.609680, -2.305658, 1.188198]], "forces_ev_per_angstrom": [[1.60, 4.21, -0.71], [1.85, 0.36, 1.00], [-1.49, 0.27, -1.80], [-0.11, -0.08, 0.23], [-0.21, -0.55, 0.47], [0.58, -1.38, -0.22], [-0.90, -2.12, 0.63], [-1.24, -0.77, 0.40], [-0.36, -0.76, 2.52], [0.08, 0.43, -1.62], [0.09, -0.17, 0.34], [1.23, 1.03, 0.54], [-0.44, -1.07, -0.84], [-0.68, 0.60, -0.94]]}